[1]
The following is a quantum chemistry calculation of a molecular structure, C35H37IP2V in a non-equilibrium geometry, from OMol25.

Cartesian coordinates (Å):
V -1.5879 -1.4389 1.4889
C 1.2341 0.3387 -3.5549
C 2.2335 0.1021 -2.6884
C 3.3061 1.0887 -2.3517
C 2.8589 2.5716 -2.1998
C 1.4978 2.8193 -1.6036
C 0.3487 2.8838 -2.2814
C 0.2089 2.6904 -3.7642
C 1.0998 1.5840 -4.3749
C -2.1175 -1.2538 3.6229
H 0.4753 -0.4174 -3.7514
H 2.3550 -0.9051 -2.2868
H 4.0785 1.0627 -3.1422
H 3.8222 0.7915 -1.4243
H 3.5782 3.0609 -1.5143
H 2.9361 3.0740 -3.1743
H 1.5317 3.0746 -0.5403
H -0.5534 3.2951 -1.8098
H 0.4525 3.6569 -4.2519
H -0.8444 2.4805 -4.0028
H 0.6276 1.2908 -5.3316
H 2.0828 2.0134 -4.6049
H -3.1468 -1.6521 3.7182
H -2.0568 -0.2556 4.0921
H -1.4010 -1.9441 4.1093
P 0.3308 -1.9645 0.3427
P -1.0992 0.7454 1.7287
C 0.9793 -0.2628 0.1726
C 0.3702 0.8422 0.6960
C 1.6674 -3.0417 0.9615
C 2.9733 -2.7966 0.5196
C 4.0248 -3.6020 0.9645
C 3.7839 -4.6404 1.8681
C 2.4847 -4.8642 2.3355
C 1.4246 -4.0715 1.8915
C -0.1204 -2.6224 -1.3195
C -1.1728 -2.0013 -2.0141
C -1.7579 -2.6155 -3.1198
C -1.2806 -3.8445 -3.5795
C -0.1972 -4.4481 -2.9304
C 0.3690 -3.8555 -1.7971
C -0.6984 1.7702 3.1678
C 0.2432 1.2820 4.0932
C 0.5003 2.0052 5.2562
C -0.1753 3.2066 5.4981
C -1.1039 3.6933 4.5678
C -1.3833 2.9684 3.4088
C -2.5625 1.4896 0.8929
C -3.8784 1.0731 1.1531
C -4.9274 1.6347 0.4209
C -4.6687 2.6026 -0.5539
C -3.3534 3.0023 -0.8150
C -2.3042 2.4481 -0.0849
H 1.9240 -0.1292 -0.3566
H 0.8340 1.8312 0.6323
H 3.1634 -1.9719 -0.1656
H 5.0332 -3.4087 0.6028
H 4.6075 -5.2691 2.2113
H 2.3044 -5.6644 3.0539
H 0.4062 -4.2401 2.2568
H -1.5830 -1.0603 -1.6330
H -2.6067 -2.1346 -3.6178
H -1.7543 -4.3256 -4.4399
H 0.1930 -5.3989 -3.3052
H 1.1661 -4.3671 -1.2601
H 0.7435 0.3304 3.9012
H 1.2223 1.6228 5.9762
H 0.0182 3.7611 6.4145
H -1.6185 4.6325 4.7453
H -2.1383 3.3114 2.6998
H -4.0694 0.3018 1.9051
H -5.9485 1.3128 0.6099
H -5.4935 3.0476 -1.1098
H -3.1410 3.7498 -1.5768
H -1.2692 2.7233 -0.2687
I -3.4812 -2.7992 0.6214

Forces on the atoms, in the same order (eV/Å):
-3.4871 -2.4303 2.3732
0.4801 -0.2534 0.4659
-0.6261 -0.1100 -0.9608
0.4449 0.3220 0.0473
0.3835 0.1234 0.1874
-0.1618 0.1531 -0.0412
0.1652 0.7236 0.1067
-0.0764 0.0624 -0.1518
-0.2471 0.3008 -0.5371
0.3259 0.1606 -0.3786
0.2409 -0.1258 0.1413
-0.2082 0.0968 0.0087
-0.1439 -0.0510 0.3500
-0.1335 -0.0558 -0.2282
-0.1853 -0.1645 -0.5653
-0.0068 -0.0540 0.4272
-0.2270 0.1220 -0.3122
0.5171 -0.3363 -0.0890
-0.1960 -0.4405 0.0933
0.2423 0.0771 0.0923
0.3989 0.2176 0.3021
-0.2625 -0.3277 -0.0577
0.5550 0.1241 -0.3730
0.0664 -0.5862 -0.2909
-0.1397 0.2235 -0.2865
2.1233 -0.7926 -1.5986
-0.4036 2.9385 0.3203
-0.2708 1.1942 0.5731
0.7328 -1.2315 -0.4433
0.0539 0.2165 0.5380
0.0403 -0.1240 0.0912
-0.1723 0.0684 -0.0450
-0.2579 0.2168 -0.1311
-0.0327 0.0036 -0.0426
-0.0531 0.2645 -0.2165
-0.3824 -0.1602 -0.1523
-0.0170 -0.0966 0.2115
-0.0779 0.2745 0.0101
0.2442 0.0746 0.1880
-0.0723 0.1023 -0.0380
-0.0943 0.1701 0.2705
-0.0731 -0.3891 0.4447
-0.2026 0.2492 -0.0728
-0.0414 -0.0720 -0.1614
-0.1473 -0.0602 -0.4034
0.2405 -0.2545 0.0648
0.0443 -0.1789 -0.0277
0.4473 -0.4128 -0.0730
0.1233 -0.1007 -0.0667
0.1996 -0.0054 0.1268
0.2477 -0.0797 0.1156
0.0377 -0.0141 0.2068
-0.1154 -0.0047 -0.1762
-0.3039 -0.0186 0.1093
-0.1199 -0.4814 -0.1243
0.1163 -0.2451 0.0647
-0.2265 -0.0593 0.0979
-0.2829 0.2119 -0.0934
-0.0155 0.2368 -0.2152
0.3694 -0.0805 -0.0766
0.0936 -0.1229 -0.2723
0.3819 -0.1820 0.1897
0.2285 0.1634 0.3334
-0.1129 0.3707 0.2340
-0.1281 0.0932 -0.1663
-0.0026 0.2505 0.1364
-0.1853 0.1280 -0.1528
-0.0341 -0.1080 -0.2283
0.0618 -0.1521 0.0205
0.2192 0.0201 0.2441
-0.0864 0.3128 -0.1951
0.1925 0.0767 -0.0067
0.2194 -0.1552 0.1203
-0.0928 -0.1362 0.1530
-0.3499 0.0853 -0.0238
0.2182 0.2244 0.0158

Expectation value of S² = 0.876
Net charge = +2
Gap between HOMO and LUMO (spin up / spin down) = 5.25 / 5.95 eV
M = 697.48 g mol⁻¹
Highest occupied orbital energy (spin up / spin down) = -13.5871 / -13.5874 eV
Multiplicity = 2

---

[2]
The following is a quantum chemistry calculation of a molecular structure, C35H37KN2O6P in a non-equilibrium geometry, from OMol25.

Cartesian coordinates (Å):
K 1.2680 0.5783 0.2914
O 2.8574 4.5716 -0.8968
C 2.2780 3.5608 -0.4844
O 2.6923 2.3719 -0.3306
C 0.7958 3.7658 -0.0602
C 0.2078 5.0158 0.0593
C -1.1154 5.0813 0.4913
C -1.8221 3.9203 0.7912
C -1.1715 2.7083 0.6216
N 0.0958 2.6629 0.2066
C -1.8298 1.3424 0.9515
O -2.9343 1.3750 1.5078
O -1.1313 0.3477 0.6008
H 0.7962 5.8909 -0.1820
H -1.5952 6.0477 0.6007
H -2.8438 3.9226 1.1466
C 3.6785 -2.3991 2.9751
C 2.2942 -2.0302 2.4590
C 1.1970 -2.4476 3.4282
C 2.0798 -2.6191 1.0476
C 1.8173 -4.1230 0.9993
O 0.3938 -4.2334 0.7162
C 0.0224 -2.9712 0.3150
N 0.8633 -2.0448 0.4346
C -1.3517 -2.8769 -0.2796
C -2.2697 -3.8376 0.1315
C -3.5504 -3.8759 -0.3954
C -3.8987 -2.9733 -1.3865
C -2.9754 -2.0304 -1.8140
C -1.7026 -1.9242 -1.2589
P -0.5219 -0.6189 -1.9139
C -1.5381 0.8726 -2.2803
C -2.8794 1.0801 -1.9674
C -3.4917 2.3078 -2.1992
C -2.7664 3.3564 -2.7465
C -1.4218 3.1723 -3.0455
C -0.8160 1.9450 -2.8110
C -0.3460 -1.3602 -3.6211
C 0.3963 -2.5475 -3.6767
C 0.6240 -3.2109 -4.8722
C 0.1205 -2.6918 -6.0628
C -0.6090 -1.5128 -6.0281
C -0.8412 -0.8559 -4.8181
H 3.8552 -1.9721 3.9651
H 4.4731 -2.0398 2.3154
H 3.7945 -3.4862 3.0719
H 2.2312 -0.9355 2.3764
H 1.1731 -3.5337 3.5722
H 0.2077 -2.1243 3.1006
H 1.3753 -1.9901 4.4037
H 2.9435 -2.3573 0.4313
H 2.0238 -4.6328 1.9378
H 2.3481 -4.6257 0.1928
H -1.9635 -4.5596 0.8755
H -4.2608 -4.6128 -0.0437
H -4.8838 -3.0011 -1.8361
H -3.2505 -1.3556 -2.6143
H -3.4509 0.3106 -1.4654
H -4.5279 2.4505 -1.9188
H -3.2349 4.3191 -2.9098
H -0.8293 3.9927 -3.4312
H 0.2476 1.8416 -3.0077
H 0.8063 -2.9681 -2.7614
H 1.1994 -4.1289 -4.8742
H 0.2999 -3.2006 -7.0019
H -1.0058 -1.0963 -6.9462
H -1.4200 0.0621 -4.8248
C -0.5530 0.6801 3.9212
C 0.2994 1.9019 3.7168
O 1.5989 1.4782 3.3040
C 2.4922 2.5757 3.1497
C 3.8310 2.0344 2.7259
H -1.5404 0.9587 4.2955
H -0.0803 0.0144 4.6489
H -0.7206 0.1267 2.9948
H 0.3865 2.4764 4.6460
H -0.1195 2.5750 2.9631
H 2.5710 3.1152 4.1008
H 2.0853 3.2701 2.4067
H 4.1154 1.2112 3.3867
H 4.5969 2.8107 2.8036
H 3.8311 1.7021 1.6850

Forces on the atoms, in the same order (eV/Å):
1.0507 -1.3897 0.4833
0.1591 -0.1301 -0.0008
-0.3193 -0.2779 0.2048
0.5370 1.3300 -0.4539
-0.2405 -0.2492 0.0238
-0.2035 0.0550 0.0564
0.0535 0.0367 -0.0208
0.1015 0.1531 -0.0818
0.2595 0.0153 -0.0189
-0.5389 0.8249 0.0147
0.1250 0.3482 -0.3581
0.1030 -0.0748 -0.0356
-0.9713 -0.0934 0.4121
-0.0492 0.0225 0.0184
-0.0147 0.0144 0.0055
0.0142 0.0391 -0.0072
0.1418 -0.1138 0.1476
-0.1165 0.0722 -0.2280
-0.0496 -0.1255 0.1883
-0.2496 0.3604 0.1144
-0.4326 -0.2096 0.0493
0.3938 0.2990 0.0325
-0.7835 -0.2809 -0.4097
0.6061 -0.2400 0.1718
0.5798 0.1810 0.0701
-0.0740 -0.0284 -0.0190
0.0462 0.0548 0.0006
0.0615 0.0001 0.0274
0.0319 -0.0284 -0.1291
0.1301 0.0625 0.0331
-0.3975 -0.3149 -0.4312
-0.0673 -0.0329 -0.0282
-0.1408 0.0484 0.1835
0.1968 -0.0336 -0.0449
0.0699 -0.0846 -0.0058
-0.0226 -0.0563 -0.0047
-0.0078 0.0369 -0.0427
-0.0005 -0.2356 0.2030
0.0413 -0.0392 -0.0270
-0.0764 0.1146 -0.0186
-0.0106 0.0553 0.1585
0.0413 -0.0067 0.1531
-0.0969 0.0943 -0.1516
-0.0467 0.0152 -0.0451
-0.0842 0.0093 -0.0179
-0.0409 0.0705 -0.0236
0.1179 -0.1821 -0.0480
0.0109 0.0697 0.0200
0.0699 -0.0035 -0.1020
0.0016 -0.0234 -0.0229
0.0042 0.0413 -0.0147
-0.0370 -0.0635 0.0090
0.0632 -0.0021 -0.0674
-0.0195 -0.0120 0.0097
0.0027 -0.0124 -0.0082
0.0089 -0.0051 0.0076
0.0109 -0.0979 -0.0271
0.0621 0.1076 0.0033
0.0105 -0.0294 0.0196
0.0114 0.0024 0.0048
-0.0024 -0.0061 0.0047
-0.0294 -0.0406 0.0166
-0.0383 0.0716 -0.0033
-0.0079 0.0037 -0.0192
-0.0060 0.0077 0.0034
-0.0064 0.0142 0.0144
0.0371 -0.0379 0.0649
-0.2739 -0.2520 0.1451
0.2833 -0.0860 -0.1779
-0.1156 0.1578 0.0076
-0.2452 -0.1745 -0.1193
0.3711 0.0152 -0.0547
0.0458 0.0459 -0.0123
-0.0248 0.0622 -0.0015
0.1121 0.1149 -0.0214
0.0602 0.0224 0.1239
-0.0687 -0.0262 -0.0353
-0.0074 0.0046 0.1116
0.0662 0.0401 -0.0490
0.0170 -0.0002 -0.0196
-0.0577 -0.0109 -0.0021
-0.1358 0.0164 0.0917

Net charge = -1
Gap between HOMO and LUMO = 7.70 eV
M = 651.76 g mol⁻¹
Highest occupied orbital energy = -5.5521 eV

---

- The highest net charge belongs to which entry?
  C35H37IP2V

---

- Among the records above, which one has the lowest M?
  C35H37KN2O6P

---

- Among the records above, which one has the lowest net charge?
  C35H37KN2O6P

---

- What is the M in the second record?
  651.76 g mol⁻¹